Here is the ion CH2N3O2 with charge +1 from OMol25. Energies are from ωB97M-V with the def2-TZVPD basis set.

```
8
Properties=species:S:1:pos:R:3:lowdin_charge:R:1
C -0.882 0.428 -0.698 0.189
N 1.125 0.109 0.867 0.172
N 0.606 1.261 0.732 0.063
N 0.841 -0.982 0.496 -0.068
O 1.084 -2.118 0.353 0.284
O -0.306 1.396 -0.167 0.086
H -0.644 -0.585 -0.317 0.111
H -1.824 0.490 -1.266 0.163
```

Computed properties:
LUMO (alpha / beta)   -7.83 / -7.83 eV
Energy above the lowest of the compared OMol25 structures with the same formula, charge and spin   4.8108 eV
Net charge   +1